{
  "formula": "C2Br2N2O2",
  "method": "wB97M-V/def2-TZVPD",
  "spin_multiplicity": 1,
  "e_tot_ha": -5483.97070,
  "charge": 0,
  "e_above_lowest_kcal_mol": 70.3,
  "species": ["O", "Br", "N", "C", "O", "C", "N", "Br"],
  "coordinates": [[0.4091, 1.1597, 1.7469], [-1.4089, -1.6850, -0.2432], [0.2673, 0.0879, 1.1845], [0.7931, 0.1278, -1.6568], [0.7497, -0.9532, 1.4447], [-0.7341, 0.0499, 0.0445], [1.5771, -0.4260, -2.2534], [-1.6531, 1.6389, -0.2671]],
  "forces_ev_per_a": [[0.028, -0.734, -0.555], [-0.206, 1.045, 0.122], [-0.716, 1.932, 0.454], [-4.003, 0.952, 4.413], [1.126, -1.345, 0.579], [1.665, 0.153, -3.279], [2.382, -1.344, -2.056], [-0.277, -0.659, 0.322]]
}


{
  "formula": "C2BrClNO4",
  "method": "wB97M-V/def2-TZVPD",
  "spin_multiplicity": 1,
  "e_tot_ha": -3466.02965,
  "charge": -1,
  "e_above_lowest_kcal_mol": 46.9,
  "species": ["O", "N", "C", "Cl", "O", "O", "C", "Br", "O"],
  "coordinates": [[-0.5373, 2.6047, -1.1656], [-0.8965, 2.1495, -0.1272], [0.1638, -0.5261, -0.5900], [1.1789, 0.4369, -1.4518], [0.2203, -2.8178, 0.4777], [2.0893, -1.5055, 0.4178], [0.9376, -1.8350, 0.2724], [-1.4009, -1.0564, -1.4580], [-1.3466, 2.6987, 0.8936]],
  "forces_ev_per_a": [[-0.447, 0.595, 0.482], [-0.542, 0.153, 2.011], [-0.406, -1.626, 1.215], [1.106, 0.586, -1.022], [0.465, 1.094, -0.169], [1.136, -0.186, 0.549], [-1.429, 0.116, -0.399], [-0.700, 0.007, -0.407], [0.818, -0.740, -2.261]]
}


{
  "formula": "C2BrF3O",
  "method": "wB97M-V/def2-TZVPD",
  "spin_multiplicity": 1,
  "e_tot_ha": -3024.96457,
  "charge": 0,
  "e_above_lowest_kcal_mol": 37.0,
  "species": ["F", "Br", "F", "F", "O", "C", "C"],
  "coordinates": [[0.0329, -1.5918, -0.2945], [2.4660, -0.2002, -0.0272], [-1.4946, -0.1352, -0.7149], [0.8572, 1.8040, -0.0653], [-0.4309, -0.0462, 1.3164], [-0.3831, -0.3677, 0.1304], [0.8177, 0.5762, -0.2274]],
  "forces_ev_per_a": [[-0.206, -0.639, 0.523], [0.709, -0.082, -0.222], [0.714, 0.179, 0.913], [-0.741, 2.200, -0.276], [0.279, -0.157, 0.572], [-1.130, 0.718, -2.771], [0.375, -2.219, 1.260]]
}


{
  "formula": "C2BrF3S",
  "method": "wB97M-V/def2-TZVPD",
  "spin_multiplicity": 1,
  "e_tot_ha": -3347.90528,
  "charge": 0,
  "e_above_lowest_kcal_mol": 43.3,
  "species": ["C", "Br", "C", "F", "F", "S", "F"],
  "coordinates": [[0.3264, -0.1207, 0.8513], [-2.1016, -0.9275, -0.1576], [-0.7184, 0.5889, 0.0599], [2.6247, -1.2547, -0.8713], [-1.4034, 1.6242, 0.6486], [1.6263, -0.9562, 0.6112], [-0.3539, 1.0459, -1.1420]],
  "forces_ev_per_a": [[1.418, -0.559, -1.552], [0.942, 0.996, 0.039], [-1.750, 0.012, -0.113], [-1.567, 0.607, 1.197], [1.243, -1.342, -0.109], [-0.413, 0.682, 0.065], [0.128, -0.396, 0.473]]
}


{
  "formula": "C2BrF5O2S",
  "method": "wB97M-V/def2-TZVPD",
  "spin_multiplicity": 1,
  "e_tot_ha": -3698.15203,
  "charge": 0,
  "e_above_lowest_kcal_mol": 10.5,
  "species": ["O", "F", "Br", "C", "F", "F", "C", "S", "F", "O", "F"],
  "coordinates": [[-2.6056, -0.8309, -2.5654], [2.1208, 0.5255, 1.4749], [-2.8523, 1.9469, -1.7953], [0.7815, 0.4966, 1.1830], [0.0018, 0.3879, 2.3066], [0.4311, 1.6773, 0.6245], [0.3357, -0.5847, 0.1066], [-2.7907, -0.1420, -1.3366], [1.3984, -0.5306, -0.7245], [-0.8299, -0.0999, -0.4008], [0.2816, -1.8739, 0.6159]],
  "forces_ev_per_a": [[-0.219, -0.173, -0.005], [-2.077, -0.221, -0.025], [0.200, 0.309, 0.187], [-1.159, 0.284, 0.332], [1.437, -0.109, -0.672], [1.041, -0.052, 0.636], [-1.094, 0.701, 0.535], [2.317, -0.822, 0.750], [-0.220, -0.671, -1.013], [-0.197, -0.547, -0.287], [-0.029, 1.301, -0.439]]
}


{
  "formula": "C2BrI3O",
  "method": "wB97M-V/def2-TZVPD",
  "spin_multiplicity": 1,
  "e_tot_ha": -3618.43536,
  "charge": 0,
  "e_above_lowest_kcal_mol": 55.5,
  "species": ["Br", "I", "C", "O", "I", "C", "I"],
  "coordinates": [[-2.0952, -0.4830, 1.3361], [1.0676, 0.9753, 1.9840], [-1.2873, -0.1375, -0.3470], [-1.5791, -0.1392, -1.4818], [1.5867, 1.4410, -1.5164], [0.9968, 0.2197, 0.1273], [1.3105, -1.8764, -0.1022]],
  "forces_ev_per_a": [[-0.652, -0.208, -0.209], [0.381, 0.481, 0.987], [3.031, 1.018, -1.168], [-0.316, -0.177, 1.860], [-0.065, -0.465, 0.600], [-2.887, -0.956, -2.185], [0.508, 0.307, 0.114]]
}


{
  "formula": "C2BrN5",
  "method": "wB97M-V/def2-TZVPD",
  "spin_multiplicity": 1,
  "e_tot_ha": -2923.86568,
  "charge": 0,
  "e_above_lowest_kcal_mol": 4.4,
  "species": ["N", "N", "N", "N", "C", "Br", "N", "C"],
  "coordinates": [[0.2483, -0.6447, 2.4905], [0.7003, -0.7533, 1.3954], [0.3444, -1.7899, -0.7948], [-0.0299, -0.3580, 3.5428], [0.4780, -1.2869, 0.2296], [-0.4331, 0.1025, -2.6744], [-0.7325, 2.9203, -1.9790], [-0.5755, 1.8102, -2.2100]],
  "forces_ev_per_a": [[-1.446, 0.623, 2.277], [2.189, 0.740, -1.553], [0.192, -0.495, -0.117], [0.097, -0.612, -0.771], [-0.800, -0.862, 0.726], [-0.069, 0.107, -0.445], [0.034, 0.664, 0.343], [-0.196, -0.165, -0.461]]
}


{
  "formula": "C2Cl2F4O",
  "method": "wB97M-V/def2-TZVPD",
  "spin_multiplicity": 3,
  "e_tot_ha": -1471.11648,
  "charge": 0,
  "species": ["Cl", "C", "Cl", "O", "F", "F", "F", "C", "F"],
  "coordinates": [[-2.4424, -1.1613, -0.3110], [1.6853, -0.4005, -0.0210], [2.3859, 0.9920, -0.4748], [-0.3161, 0.4298, -0.0666], [1.7248, -0.8003, 1.2155], [-2.1582, 0.9735, 1.0505], [-2.0634, 1.2325, -1.0738], [-1.6500, 0.4146, -0.0630], [1.5353, -1.3980, -0.8285]],
  "forces_ev_per_a": [[0.997, 0.246, 0.240], [-0.001, -0.375, 0.451], [1.475, 1.320, -0.567], [-1.950, -0.642, 0.005], [0.459, -0.275, 1.401], [0.123, -0.342, 0.165], [0.302, -0.247, 0.093], [-1.640, 1.503, -0.455], [0.233, -1.190, -1.333]]
}


{
  "formula": "C2Cl3OS",
  "method": "wB97M-V/def2-TZVPD",
  "spin_multiplicity": 1,
  "e_tot_ha": -1930.24104,
  "charge": -1,
  "e_above_lowest_kcal_mol": 7.5,
  "species": ["O", "Cl", "C", "Cl", "Cl", "S", "C"],
  "coordinates": [[-1.7797, -0.4928, 1.6926], [2.3019, -0.6385, -1.5475], [1.2498, 0.0345, -0.0301], [2.0235, -0.8487, 1.3494], [1.8148, 1.6584, 0.2044], [-1.5915, -0.9742, -0.9539], [-1.5932, -0.6277, 0.5514]],
  "forces_ev_per_a": [[0.631, 0.304, -0.797], [-0.381, 0.215, 0.201], [0.066, -1.232, -0.522], [0.144, -0.698, 0.661], [0.432, 1.865, -0.084], [-0.069, -0.078, -0.919], [-0.823, -0.377, 1.460]]
}


{
  "formula": "C2Cl3OS",
  "method": "wB97M-V/def2-TZVPD",
  "spin_multiplicity": 1,
  "e_tot_ha": -1930.24423,
  "charge": -1,
  "e_above_lowest_kcal_mol": 5.5,
  "species": ["Cl", "S", "O", "Cl", "C", "C", "Cl"],
  "coordinates": [[1.0229, 3.0145, -1.3756], [0.5228, -3.0557, 1.4702], [-1.3720, -1.3017, 0.7179], [-0.6296, 0.6939, -1.8543], [-0.4862, -1.9850, 0.9644], [-0.0782, 1.8062, -0.4982], [1.0204, 0.8279, 0.5756]],
  "forces_ev_per_a": [[0.255, 0.025, 0.024], [0.893, -0.407, 0.001], [0.147, 0.186, -0.336], [0.083, -0.361, -0.154], [-1.172, 0.166, 0.364], [-0.741, 0.697, 0.045], [0.535, -0.306, 0.057]]
}


{
  "formula": "C2ClF2OS",
  "method": "wB97M-V/def2-TZVPD",
  "spin_multiplicity": 1,
  "e_tot_ha": -1209.58833,
  "charge": -1,
  "e_above_lowest_kcal_mol": 36.8,
  "species": ["C", "F", "C", "F", "O", "Cl", "S"],
  "coordinates": [[-1.7445, 0.0125, 0.0989], [0.6380, -1.1937, -0.3645], [1.7801, -0.4219, -0.1868], [1.5875, 0.5850, -1.2168], [-2.1169, -0.9302, 0.6453], [1.2525, 0.5248, 1.4861], [-1.3967, 1.4236, -0.4622]],
  "forces_ev_per_a": [[-0.429, 0.706, 0.644], [0.021, 0.028, -0.222], [0.224, 0.260, -0.853], [-0.024, -0.668, 0.978], [0.125, -0.570, -0.254], [0.097, 0.271, 0.171], [-0.015, -0.028, -0.463]]
}


{
  "formula": "C2ClF4O2S",
  "method": "wB97M-V/def2-TZVPD",
  "spin_multiplicity": 1,
  "e_tot_ha": -1484.58296,
  "charge": -1,
  "e_above_lowest_kcal_mol": 10.8,
  "species": ["F", "F", "O", "F", "Cl", "S", "C", "O", "F", "C"],
  "coordinates": [[1.7644, 0.3889, 0.2001], [1.1795, -0.5062, 2.1709], [0.4012, 0.2526, -2.3637], [-1.2505, -1.4217, 0.7000], [-1.4621, 1.0886, 1.2346], [-0.9391, 0.5514, -1.7920], [-0.5813, -0.1884, 0.3395], [-1.1229, 1.9283, -1.5238], [1.1396, -1.6575, 0.3026], [0.8713, -0.4361, 0.7318]],
  "forces_ev_per_a": [[-0.441, 0.257, 0.454], [-0.656, 0.483, -2.301], [-1.237, -0.019, 0.241], [0.647, 1.419, -0.617], [0.747, -0.425, 0.294], [2.241, -3.265, -0.569], [-1.283, -0.217, 0.462], [-0.658, 2.760, 0.482], [0.605, -0.594, -0.217], [0.034, -0.398, 1.770]]
}